Record 1
# C21H48O21

A cluster of 9 separate species, C21H48O21 in total (ωB97M-V with the def2-TZVPD basis set, OMol25).

Output
SMILES string: COC(=O)OC.COC(=O)OC.COC(=O)OC.COC(=O)OC.COC(=O)OC.COC(=O)OC.CO.CO.CO
Lowest unoccupied orbital energy: 0.0153 Ha
Charge: 0
M: 636.59 g mol⁻¹
Energy above the lowest of the compared OMol25 structures with the same formula, charge and spin: 0.014 eV

Geometry as XYZ:
```
90
Properties=species:S:1:pos:R:3:forces:R:3
C -5.03004 -1.63889 -4.19152 0.87 1.55 -3.65
O -4.17698 -0.47176 -4.47432 1.71 0.26 0.82
C -2.90404 -0.48549 -3.94734 -1.56 -2.11 0.06
O -2.60260 -1.28010 -3.05613 -0.01 1.35 -1.01
O -2.08791 0.33613 -4.58965 -1.34 -0.35 0.43
C -0.77394 0.44178 -3.99729 -0.87 1.05 -0.80
H -5.08539 -1.95462 -3.22188 -0.14 -0.23 2.71
H -4.62178 -2.44800 -4.79309 -0.13 -0.19 -0.03
H -5.95291 -1.27573 -4.64608 -0.16 -0.49 0.46
H -0.74394 1.46865 -3.61852 0.55 -0.33 0.01
H -0.11067 0.25503 -4.82605 0.55 0.13 0.06
H -0.71331 -0.28949 -3.23932 0.41 -0.50 0.70
C 0.83087 -5.05464 -5.64659 0.39 1.59 1.06
O 1.28207 -4.81653 -4.29451 1.57 -0.52 0.60
C 2.19359 -5.74578 -3.85035 -2.83 0.82 -0.62
O 2.40157 -6.71781 -4.51218 1.32 -0.66 0.30
O 2.55409 -5.44607 -2.60124 0.55 0.07 -0.38
C 3.57524 -6.31636 -2.10139 1.68 0.70 1.10
H 0.53215 -4.05100 -5.90264 -0.76 0.01 -0.49
H 0.08169 -5.79251 -5.64264 -1.21 -0.67 -0.04
H 1.58018 -5.35145 -6.33316 1.11 -0.35 -0.29
H 4.62235 -5.96645 -2.40153 -1.52 -0.37 0.17
H 3.39185 -7.29373 -2.47171 0.06 -0.90 -0.32
H 3.56302 -6.34407 -0.98169 -0.37 0.31 -1.06
C 3.72725 0.66992 2.72212 -0.20 -0.71 0.57
O 2.28094 0.66191 2.76695 -0.04 0.18 0.06
C 1.71656 0.51290 3.99522 -1.73 -0.87 -2.78
O 2.21968 0.68735 5.04117 0.90 0.34 1.90
O 0.44122 0.10383 3.75900 0.64 -0.18 0.41
C -0.38071 -0.11911 4.94349 1.17 0.91 -0.19
H 4.13619 1.53801 2.19094 -0.51 -0.30 -0.13
H 4.02757 -0.31104 2.28717 0.00 0.86 0.19
H 4.02503 0.74006 3.76265 0.56 -0.10 0.02
H -0.36217 0.84517 5.44490 -0.26 -0.13 0.54
H 0.02874 -0.90613 5.61266 -0.35 0.40 -0.70
H -1.37156 -0.28551 4.55454 -0.16 -0.42 0.03
C 1.03125 -2.09609 -1.96779 -0.32 -0.51 1.24
O 1.05504 -0.66415 -1.88661 0.55 -0.46 -0.18
C 0.50329 -0.18258 -0.81045 -2.79 -0.75 2.95
O -0.14737 -0.84354 0.05042 2.11 1.48 -2.14
O 0.62383 1.13306 -0.79270 -0.26 -0.32 0.61
C 0.09648 1.81132 0.40378 1.07 -0.64 -0.27
H 1.33878 -2.54575 -0.98386 -0.25 0.43 -1.19
H 1.68361 -2.32872 -2.77011 0.76 -0.39 -0.51
H 0.03955 -2.46211 -2.21318 -0.26 0.11 0.08
H -0.97180 1.73021 0.50846 -0.37 0.19 -0.41
H 0.51031 2.77970 0.22126 -0.47 0.91 0.25
H 0.53469 1.40913 1.31483 0.14 -0.26 -0.18
C 0.75227 4.54402 3.47508 0.29 0.99 -0.31
O 1.18497 5.82039 2.88780 -0.08 -0.86 0.24
C 0.94384 6.08134 1.59515 1.20 -0.40 1.69
O 0.16638 5.56862 0.86484 -1.50 -1.02 -0.90
O 1.81922 6.99566 1.26026 0.80 0.73 -1.16
C 1.91705 7.31304 -0.14978 -1.46 0.59 0.84
H 0.91056 3.69312 2.84052 0.30 -0.19 -0.78
H -0.30719 4.61463 3.63635 -0.19 -0.14 0.69
H 1.40031 4.41288 4.34988 -0.61 0.24 -0.05
H 1.04855 7.92198 -0.43324 0.30 0.02 0.05
H 1.93707 6.48473 -0.83228 0.16 -0.78 0.17
H 2.81136 7.87126 -0.16963 0.91 0.69 -0.45
C -3.90582 4.50986 0.66313 -1.89 -1.48 2.01
O -3.30332 5.17317 1.81335 -2.12 1.57 -2.62
C -2.75904 4.48710 2.73173 2.86 -3.44 1.37
O -2.38975 3.31721 2.66474 -1.01 1.27 -0.04
O -2.43742 5.19683 3.81900 -0.91 1.03 0.24
C -2.84061 6.58199 3.79006 0.53 1.17 -1.77
H -3.17967 4.28213 -0.06211 0.99 -0.05 -0.87
H -4.73446 5.13707 0.27912 0.82 -0.10 0.34
H -4.36529 3.52037 1.03399 0.76 1.47 -0.60
H -2.17839 7.13495 3.05687 -0.35 -0.55 0.96
H -2.74495 7.04278 4.76922 -0.03 -0.46 0.06
H -3.83486 6.74417 3.32887 0.30 -0.42 0.84
C 0.51528 -4.09211 1.78081 -0.04 0.89 -0.78
O 0.85588 -2.78341 2.28343 0.20 -0.54 0.29
H 0.67778 -4.85476 2.54394 -0.04 0.37 0.06
H -0.50459 -4.11708 1.39463 -0.19 -0.03 0.38
H 1.12761 -4.32224 0.90689 0.29 -0.19 0.04
H 0.54820 -2.06828 1.70523 -0.32 -0.27 -0.19
C -3.31498 -3.23157 -0.32365 -0.57 1.51 0.52
O -2.97931 -3.65950 -1.62318 0.19 0.77 -0.96
H -4.33227 -2.73052 -0.27257 1.00 -0.24 -0.23
H -3.44723 -4.12026 0.27866 0.29 -0.27 0.19
H -2.56605 -2.52653 0.18587 -0.79 -0.97 -0.88
H -2.92783 -2.90666 -2.28068 -0.07 -0.84 1.45
C 3.81424 -3.23626 0.28950 0.85 1.44 -1.43
O 3.59182 -2.86093 1.59356 0.82 0.03 1.31
H 4.87043 -2.96400 0.03675 -0.66 -0.36 0.22
H 3.68313 -4.27824 0.04079 -0.24 -0.58 0.23
H 3.20943 -2.63295 -0.40500 0.10 -0.28 0.01
H 2.67610 -2.70292 1.83808 -0.68 -0.21 -0.16
```
Positions in Å, forces in eV/Å.

These are the Mulliken partial charges, in e, on atoms 1 to 5: atom 1 (C): -0.658, atom 2 (O): -0.377, atom 3 (C): 0.755, atom 4 (O): -0.603, atom 5 (O): -0.347

=====

Record 2
# C5H8N2

An isolated molecule of C5H8N2 (ωB97M-V with the def2-TZVPD basis set, OMol25).

Output
SMILES string: Cc1cn(C)cn1
Lowest unoccupied orbital energy: 0.0341 Ha
Charge: 0
M: 96.13 g mol⁻¹
Energy above the lowest of the compared OMol25 structures with the same formula, charge and spin: 0.392 eV

Geometry as XYZ:
```
15
Properties=species:S:1:pos:R:3:forces:R:3
C 2.49028 0.28933 -0.23939 0.14 -0.03 -0.01
C 1.11827 -0.24347 0.00548 0.05 0.14 -0.15
C 0.02799 -0.10803 -0.79334 0.12 0.09 0.00
N -1.07093 -0.51602 -0.05506 0.19 0.11 0.17
C -2.27098 0.30194 -0.13351 -0.26 0.01 -0.04
C -0.55634 -0.89530 1.15787 -0.05 0.04 0.11
N 0.73951 -0.77622 1.23012 -0.16 -0.01 -0.16
H 2.78602 0.87106 0.63966 0.05 -0.10 -0.13
H 3.25113 -0.47853 -0.40610 -0.13 0.02 0.04
H 2.47705 0.96649 -1.09999 0.06 -0.17 0.10
H -0.08776 0.25410 -1.80574 0.05 0.08 0.19
H -2.60102 0.38239 -1.17104 -0.01 -0.09 0.13
H -3.07223 -0.12207 0.47266 0.07 -0.04 -0.08
H -2.02835 1.30503 0.23720 -0.22 -0.09 -0.06
H -1.20265 -1.23069 1.96116 0.10 0.04 -0.11
```
Positions in Å, forces in eV/Å.

These are the Mulliken partial charges, in e, on atoms 1 to 5: atom 1 (C): -1.026, atom 2 (C): 0.583, atom 3 (C): -0.465, atom 4 (N): 0.051, atom 5 (C): -0.925

=====

Record 3
# C17H22N6O2RuS

A structure of composition C17H22N6O2RuS (ωB97M-V with the def2-TZVPD basis set, OMol25).

Output
Expectation value of S²: 0.7796
Lowest unoccupied orbital energy (alpha / beta): -0.1419 / -0.1332 Ha
Charge: +1
2S+1: 2
M: 475.54 g mol⁻¹

Geometry as XYZ:
```
49
Properties=species:S:1:pos:R:3:forces:R:3
Ru 0.23416 -0.11656 -0.20494 2.74 -0.69 0.73
O -1.60054 3.06704 1.47266 -0.14 -0.59 -1.94
C -1.08464 2.29284 0.67386 0.29 0.50 2.92
N -0.08874 1.38294 1.00466 -0.78 1.09 0.21
C 0.49896 1.54964 2.23476 -1.35 1.29 0.50
O 0.13126 2.36374 3.06996 1.24 -1.17 -0.19
C 1.63076 0.63554 2.42356 1.35 -0.73 0.47
C 2.21016 0.51474 3.69056 -0.40 0.20 -0.68
C 3.24896 -0.36806 3.86176 0.33 -0.40 -0.51
C 3.69436 -1.10136 2.75696 -0.13 0.37 0.39
C 3.07496 -0.91626 1.53536 0.24 -0.19 -0.20
N 2.07216 -0.05986 1.34876 -1.76 -0.30 0.28
C -1.40684 2.23504 -0.74084 -0.63 0.26 -2.43
C -2.40294 3.06464 -1.27674 0.66 -0.46 0.80
C -2.68694 2.98974 -2.61554 0.48 -0.52 -0.75
C -1.93244 2.11474 -3.41524 -0.38 0.55 0.38
C -0.95054 1.34884 -2.82714 0.11 -0.24 -0.31
N -0.68004 1.38204 -1.52164 -1.34 0.26 0.93
H 1.80856 1.10724 4.49656 -0.07 0.10 0.04
H 3.71076 -0.48956 4.82806 0.07 -0.07 0.11
H 4.50526 -1.80406 2.85416 0.07 -0.09 -0.05
H 3.39476 -1.48216 0.66776 -0.07 -0.04 0.00
H -2.91444 3.73084 -0.60014 -0.08 0.02 0.08
H -3.46154 3.59924 -3.05174 -0.10 0.06 -0.07
H -2.11344 2.03854 -4.47434 0.01 -0.02 -0.12
H -0.35164 0.67164 -3.42674 -0.08 -0.07 0.10
N 2.28946 0.47884 -1.75154 -0.10 0.18 0.21
N 2.27776 -0.27716 -2.92804 0.32 0.18 -0.50
C 1.54126 -1.40156 -3.03524 -0.28 -0.02 0.57
N 1.63846 -2.11376 -4.15944 0.18 0.12 -0.15
S 0.50936 -1.94396 -1.81634 -0.18 -0.11 0.05
H 2.16656 1.47164 -1.95814 0.03 -0.37 -0.01
H 3.15196 0.34304 -1.21774 -0.28 0.01 -0.29
H 2.90566 -0.02106 -3.68704 -0.13 -0.05 0.32
H 2.27186 -1.87816 -4.90544 0.02 -0.04 0.01
H 1.09156 -2.95676 -4.23644 0.04 0.09 -0.01
C -2.66274 -2.15956 2.42616 0.15 0.34 -0.20
C -2.04114 -1.20476 1.39566 -0.35 -0.06 0.09
C -2.84674 -1.23776 0.09316 0.23 0.31 0.16
C -0.60314 -1.58806 1.13666 0.34 0.71 -0.83
H -3.69334 -1.86906 2.61466 -0.13 -0.05 0.07
H -2.11524 -2.11636 3.36376 0.02 -0.05 0.15
H -2.64764 -3.18296 2.05876 -0.01 -0.14 -0.04
H -2.07844 -0.19376 1.82826 0.02 -0.15 -0.13
H -2.98584 -2.26656 -0.23374 0.03 -0.09 -0.13
H -2.32494 -0.68586 -0.70244 -0.24 -0.13 0.01
H -3.82454 -0.78596 0.23516 -0.15 0.03 -0.04
H -0.54334 -2.57276 0.65666 0.05 0.13 0.08
H -0.01724 -1.58866 2.05826 0.12 0.06 -0.08
```
Positions in Å, forces in eV/Å.

These are the Mulliken partial charges, in e, on atoms 1 to 5: atom 1 (Ru): 0.475, atom 2 (O): -0.622, atom 3 (C): -0.101, atom 4 (N): 0.224, atom 5 (C): 0.040